C45H71B2N9O6Sb as an isolated structure. Source: the Open Molecules 2025 dataset; level of theory: wB97M-V/def2-TZVPD.

```
! wB97M-V def2-TZVPD RIJCOSX def2/J DEFGRID3
* xyz -1 1
C 7.22156 -0.40234 -1.28400
O 7.05327 0.97418 -1.03809
C 6.23514 1.26994 0.08850
C 4.77525 1.51449 -0.29319
C 4.12611 2.68340 0.45032
C 2.94559 3.30228 -0.29452
C 1.94252 2.25634 -0.79694
C 0.55069 2.79922 -1.07126
Sb -0.92593 1.21826 -1.59545
C -1.17651 0.83065 0.61806
O -1.59747 -0.51211 0.88219
C -1.05546 -1.09860 2.03064
B 0.66409 -0.42756 -1.76883
O 1.22467 -0.98741 -0.62066
O 1.12021 -0.94683 -2.97762
B -2.47081 -0.43141 -2.14850
O -2.14039 -1.77751 -1.99492
O -3.75119 -0.17730 -2.67986
H 8.11637 -0.77700 -0.77783
H 6.36631 -0.99491 -0.94955
H 7.34177 -0.55589 -2.35489
H 6.29870 0.43447 0.79233
H 6.66787 2.15155 0.56033
H 4.19124 0.61670 -0.08754
H 4.73399 1.68060 -1.37101
H 3.73980 2.32010 1.40901
H 4.87605 3.43816 0.70038
H 2.42603 3.99917 0.36506
H 3.33722 3.87655 -1.13945
H 1.87997 1.47093 -0.03798
H 2.33897 1.84183 -1.72904
H 0.59162 3.57497 -1.84129
H 0.17350 3.28618 -0.16428
H -2.22185 2.46198 -1.45833
H -0.78685 1.67502 -3.33765
H -0.22180 1.03322 1.11406
H -1.93948 1.51942 0.99945
H -0.84167 -0.35376 2.80420
H -0.12237 -1.62561 1.80097
H -1.77481 -1.81458 2.43335
H 1.19563 -1.94978 -0.68810
H 2.05387 -1.16072 -2.87876
H -1.96667 -2.18429 -2.84920
H -3.66151 0.11221 -3.59067
N 7.67108 -4.32651 0.74330
C 8.33035 -3.20381 1.15946
C 9.63994 -3.32202 0.77909
C 9.77107 -4.56764 0.10412
C 8.53842 -5.16339 0.09888
H 6.69504 -4.50774 0.88880
H 7.81351 -2.41967 1.68502
H 10.41487 -2.59639 0.96328
H 10.66666 -4.98757 -0.32333
H 8.20808 -6.10315 -0.30787
N -0.44573 2.20728 -6.22547
C -0.09824 3.19327 -7.10526
C 1.26154 3.14330 -7.26949
C 1.74085 2.07944 -6.44932
C 0.65735 1.52314 -5.82112
H -1.37495 2.02264 -5.89395
H -0.83850 3.84967 -7.52867
H 1.84431 3.79966 -7.89627
H 2.76562 1.76648 -6.32218
H 0.57679 0.71264 -5.11689
N -6.60650 -1.19851 -2.44125
C -7.37990 -1.05592 -1.33346
C -8.69463 -1.02048 -1.72879
C -8.70466 -1.15135 -3.14430
C -7.39706 -1.25769 -3.54933
H -5.59650 -1.23521 -2.42839
H -6.92613 -0.98992 -0.35890
H -9.54996 -0.90855 -1.08184
H -9.56756 -1.16051 -3.78902
H -6.96833 -1.36740 -4.53049
N -8.42651 -1.84939 2.18484
C -7.14844 -1.69970 2.64309
C -7.21095 -1.46423 3.99006
C -8.58391 -1.47378 4.35934
C -9.30905 -1.71714 3.22207
H -8.67598 -2.02765 1.22741
H -6.30573 -1.77217 1.97655
H -6.36572 -1.30081 4.63936
H -8.98691 -1.31964 5.34580
H -10.36998 -1.80494 3.06403
N 3.01932 0.85313 -9.25390
C 2.33266 0.74396 -10.42681
C 2.98312 -0.17112 -11.21442
C 4.10967 -0.63182 -10.48009
C 4.10075 0.02109 -9.27427
H 2.75894 1.45333 -8.48776
H 1.44087 1.32164 -10.59900
H 2.68351 -0.47746 -12.20281
H 4.83872 -1.35846 -10.79784
H 4.76916 -0.03980 -8.43262
N -5.22555 1.62507 4.68541
C -3.94611 1.77273 5.14000
C -4.00304 2.00494 6.48935
C -5.37464 1.99251 6.86300
C -6.10449 1.75503 5.72548
H -5.48337 1.44029 3.73155
H -3.10779 1.69906 4.46806
H -3.15709 2.16648 7.13546
H -5.77836 2.14035 7.85090
H -7.16581 1.65884 5.56800
N -5.48928 5.10522 5.41798
C -6.27380 6.16570 5.77246
C -5.57495 7.31580 5.51209
C -4.31706 6.92871 4.97541
C -4.29760 5.55879 4.93113
H -5.76056 4.13848 5.50815
H -7.25974 6.01460 6.17781
H -5.92598 8.31957 5.68460
H -3.51972 7.57914 4.65727
H -3.54021 4.87237 4.59518
N 13.05057 -4.14969 -1.60919
C 13.65539 -4.35806 -2.81719
C 14.90291 -4.86914 -2.57752
C 15.05420 -4.97264 -1.16733
C 13.89348 -4.52051 -0.59871
H 12.12728 -3.77520 -1.48311
H 13.14952 -4.12762 -3.73862
H 15.62632 -5.13926 -3.32820
H 15.91545 -5.33691 -0.63313
H 13.59660 -4.43281 0.43229
N -8.74874 -1.59878 9.15084
C -8.02674 -1.71994 7.99444
C -7.98363 -3.04737 7.66443
C -8.70904 -3.75446 8.66245
C -9.16913 -2.83316 9.56491
H -8.93816 -0.73528 9.62377
H -7.60653 -0.85517 7.50826
H -7.48855 -3.46342 6.80324
H -8.87352 -4.81774 8.71084
H -9.75610 -2.94986 10.45946
*
```

**Kohn-Sham gap**: 5.385 eV
**HOMO level**: -3.6 eV
**E**: -2991.41126 a.u.

Mulliken atomic charge list, values in e, 99 entries: atom 1 (C): -0.650, atom 2 (O): -0.464, atom 3 (C): -0.596, atom 4 (C): -0.154, atom 5 (C): -0.795, atom 6 (C): -0.941, atom 7 (C): 0.715, atom 8 (C): -2.007, atom 9 (Sb): 1.133, atom 10 (C): -1.093, atom 11 (O): -0.147, atom 12 (C): -0.745, atom 13 (B): 0.707, atom 14 (O): -0.570, atom 15 (O): -0.639, atom 16 (B): 0.217, atom 17 (O): -0.444, atom 18 (O): -0.707, atom 19 (H): 0.240, atom 20 (H): 0.271, atom 21 (H): 0.323, atom 22 (H): 0.247, atom 23 (H): 0.385, atom 24 (H): 0.135, atom 25 (H): 0.337, atom 26 (H): 0.278, atom 27 (H): 0.491, atom 28 (H): 0.377, atom 29 (H): 0.321, atom 30 (H): 0.080, atom 31 (H): 0.092, atom 32 (H): 0.385, atom 33 (H): 0.437, atom 34 (H): -0.317, atom 35 (H): -0.280, atom 36 (H): 0.444, atom 37 (H): 0.319, atom 38 (H): 0.326, atom 39 (H): 0.165, atom 40 (H): 0.234, atom 41 (H): 0.205, atom 42 (H): 0.207, atom 43 (H): 0.255, atom 44 (H): 0.220, atom 45 (N): 0.047, atom 46 (C): -0.830, atom 47 (C): -0.103, atom 48 (C): -0.108, atom 49 (C): -0.879, atom 50 (H): 0.200, atom 51 (H): 0.454, atom 52 (H): 0.412, atom 53 (H): 0.406, atom 54 (H): 0.385, atom 55 (N): 0.088, atom 56 (C): -0.738, atom 57 (C): -0.346, atom 58 (C): -0.870, atom 59 (C): -0.549, atom 60 (H): 0.246, atom 61 (H): 0.429, atom 62 (H): 0.453, atom 63 (H): 0.618, atom 64 (H): 0.655, atom 65 (N): 0.144, atom 66 (C): -0.386, atom 67 (C): -0.362, atom 68 (C): -0.640, atom 69 (C): -0.449, atom 70 (H): 0.250, atom 71 (H): 0.294, atom 72 (H): 0.424, atom 73 (H): 0.388, atom 74 (H): 0.372, atom 75 (N): 0.107, atom 76 (C): -0.821, atom 77 (C): -0.379, atom 78 (C): -0.144, atom 79 (C): -0.847, atom 80 (H): 0.212, atom 81 (H): 0.572, atom 82 (H): 0.551, atom 83 (H): 0.366, atom 84 (H): 0.398, atom 85 (N): 0.105, atom 86 (C): -0.289, atom 87 (C): -0.589, atom 88 (C): -0.468, atom 89 (C): -0.458, atom 90 (H): 0.197, atom 91 (H): 0.369, atom 92 (H): 0.378, atom 93 (H): 0.386, atom 94 (H): 0.338, atom 95 (N): 0.176, atom 96 (C): -0.842, atom 97 (C): -0.359, atom 98 (C): -0.190, atom 99 (C): -0.977